# 1
The following is a DFT calculation (ωB97M-V with the def2-TZVPD basis set) of a 14-piece molecular cluster, C46H100ClNO15S overall.

Summary:
- E_HOMO: -7.49 eV
- M: 974.82 Da
- F_max: 5.2 eV/A

Bonds (Å) are listed after each position.
Atoms and positions in Å:
1 C 7.197 7.028 -1.410  C2 1.488, H39 1.179, H40 1.182
2 C 7.208 5.610 -1.861  C1 1.488, C3 1.672, H41 1.191
3 C 7.641 5.110 -3.396  C2 1.672, C4 1.672, H42 1.192, H43 1.171
4 C 6.833 3.660 -3.601  C3 1.672, C5 1.670, C9 1.639
5 C 7.605 2.346 -2.920  C4 1.670, C6 1.639, H44 1.170
6 C 6.860 0.889 -3.026  C5 1.639, C7 1.673, S38 1.911
7 C 5.384 0.630 -3.770  C6 1.673, C8 1.672, N14 1.512
8 C 4.696 1.984 -4.469  C7 1.672, C9 1.671, H45 1.193
9 C 5.406 3.495 -4.391  C4 1.639, C8 1.671, C10 1.657
10 C 4.637 4.790 -5.081  C9 1.657, C11 1.656, H46 1.177, H47 1.194
11 C 3.225 5.096 -4.271  C10 1.656, C12 1.669, O13 1.481, H48 1.176
12 C 3.470 5.370 -2.644  C11 1.669, H49 1.170, H50 1.170, H51 1.194
13 O 2.203 4.037 -4.439  C11 1.481, H52 1.015
14 N 4.710 -0.723 -3.811  C7 1.512, C15 1.529, H53 1.045
15 C 4.709 -1.407 -2.444  N14 1.529, C16 1.672, C37 1.673
16 C 3.348 -2.106 -1.768  C15 1.672, C17 1.645, C30 1.673
17 C 1.899 -2.096 -2.547  C16 1.645, C18 1.642, H54 1.194, H55 1.186
18 C 0.797 -1.051 -1.922  C17 1.642, C19 1.666, H56 1.193, H57 1.183
19 C -0.637 -1.851 -1.639  C18 1.666, C20 1.664, H58 1.177, H59 1.194
20 C -1.625 -1.858 -2.978  C19 1.664, C21 1.669, H60 1.178, H61 1.178
21 C -3.214 -2.039 -2.501  C20 1.669, C22 1.655, H62 1.191, H63 1.180
22 C -3.724 -0.619 -1.820  C21 1.655, C23 1.648, H64 1.188, H65 1.178
23 C -5.329 -0.717 -1.456  C22 1.648, C24 1.652, H66 1.189, H67 1.187
24 C -5.900 0.719 -0.873  C23 1.652, C25 1.640, H68 1.187, H69 1.182
25 C -7.529 0.569 -0.764  C24 1.640, C26 1.667, H70 1.192, H71 1.175
26 C -8.276 1.917 -0.129  C25 1.667, C27 1.640, H72 1.172, H73 1.174
27 C -8.266 3.075 -1.289  C26 1.640, O28 1.481, H74 1.190, H75 1.183
28 O -9.029 2.585 -2.460  C27 1.481, C29 1.471
29 C -10.105 3.520 -2.824  O28 1.471, H76 1.189, H77 1.172, H78 1.170
30 C 3.393 -2.850 -0.271  C16 1.673, C31 1.642, H79 1.194
31 C 4.768 -2.947 0.623  C30 1.642, C32 1.640, C36 1.655
32 C 4.919 -3.616 2.112  C31 1.640, Cl33 1.883, C34 1.672, H80 1.174
33 Cl 3.213 -3.563 2.906  C32 1.883
34 C 5.899 -2.685 3.097  C32 1.672, C35 1.660, H81 1.194, H82 1.174
35 C 5.445 -1.088 3.097  C34 1.660, H83 1.189, H84 1.170, H85 1.185
36 C 6.128 -2.264 -0.028  C31 1.655, C37 1.640, H86 1.194
37 C 6.079 -1.529 -1.493  C15 1.673, C36 1.640, S38 1.911
38 S 7.619 -0.682 -2.246  C6 1.911, C37 1.911
39 H 7.797 7.318 -0.438  C1 1.179
40 H 6.555 7.855 -1.959  C1 1.182
41 H 6.844 4.762 -1.108  C2 1.191
42 H 8.821 4.944 -3.367  C3 1.192
43 H 7.358 5.909 -4.203  C3 1.171
44 H 8.639 2.427 -2.380  C5 1.170
45 H 3.657 1.895 -5.049  C8 1.193
46 H 4.502 4.690 -6.246  C10 1.177
47 H 5.306 5.766 -4.924  C10 1.194
48 H 2.800 6.094 -4.724  C11 1.176
49 H 3.983 4.473 -2.095  C12 1.170
50 H 4.031 6.374 -2.425  C12 1.170
51 H 2.380 5.465 -2.166  C12 1.194
52 H 2.038 3.645 -3.517  O13 1.015
53 H 3.741 -0.538 -4.154  N14 1.045
54 H 1.414 -3.186 -2.549  C17 1.194
55 H 2.043 -1.826 -3.692  C17 1.186
56 H 1.178 -0.528 -0.919  C18 1.193
57 H 0.540 -0.161 -2.658  C18 1.183
58 H -1.200 -1.350 -0.735  C19 1.177
59 H -0.463 -2.998 -1.358  C19 1.194
60 H -1.412 -2.768 -3.697  C20 1.178
61 H -1.572 -0.856 -3.595  C20 1.178
62 H -3.932 -2.232 -3.432  C21 1.191
63 H -3.342 -2.893 -1.697  C21 1.180
64 H -3.565 0.220 -2.646  C22 1.188
65 H -3.168 -0.379 -0.810  C22 1.178
66 H -5.421 -1.516 -0.581  C23 1.189
67 H -6.006 -1.003 -2.388  C23 1.187
68 H -5.594 1.585 -1.626  C24 1.187
69 H -5.433 0.974 0.182  C24 1.182
70 H -7.735 -0.374 -0.064  C25 1.192
71 H -7.936 0.288 -1.830  C25 1.175
72 H -7.612 2.268 0.770  C26 1.172
73 H -9.360 1.650 0.234  C26 1.174
74 H -7.144 3.213 -1.663  C27 1.190
75 H -8.676 4.096 -0.854  C27 1.183
76 H -10.601 3.088 -3.815  C29 1.189
77 H -10.886 3.560 -1.951  C29 1.172
78 H -9.631 4.560 -3.074  C29 1.170
79 H 2.375 -3.297 0.164  C30 1.194
80 H 5.401 -4.687 2.120  C32 1.174
81 H 7.007 -2.698 2.652  C34 1.194
82 H 5.985 -3.114 4.187  C34 1.174
83 H 6.108 -0.565 2.260  C35 1.189
84 H 5.680 -0.530 4.098  C35 1.170
85 H 4.324 -0.928 2.749  C35 1.185
86 H 7.187 -2.271 0.521  C36 1.194
87 C -9.132 3.065 3.287  O88 1.416, H89 1.092, H90 1.093, H91 1.093
88 O -9.158 4.249 2.511  C87 1.416, H92 0.972
89 H -8.126 2.641 3.255  C87 1.092
90 H -9.393 3.300 4.322  C87 1.093
91 H -9.842 2.343 2.876  C87 1.093
92 H -10.063 4.602 2.559  O88 0.972
93 C -0.620 -4.166 4.859  O94 1.416, H95 1.092, H96 1.093, H97 1.093
94 O 0.296 -4.377 5.917  C93 1.416, H98 0.972
95 H -1.634 -4.147 5.266  C93 1.092
96 H -0.406 -3.211 4.375  C93 1.093
97 H -0.536 -4.981 4.135  C93 1.093
98 H 1.186 -4.389 5.526  O94 0.972
99 C -11.276 6.599 0.243  O100 1.416, H101 1.092, H102 1.093, H103 1.093
100 O -10.952 5.468 1.031  C99 1.416, H104 0.972
101 H -12.125 7.116 0.696  C99 1.092
102 H -10.419 7.275 0.205  C99 1.093
103 H -11.545 6.277 -0.766  C99 1.093
104 H -10.196 5.030 0.605  O100 0.972
105 C 0.344 -0.403 -6.139  O106 1.416, H107 1.092, H108 1.093, H109 1.093
106 O 1.389 -0.488 -5.188  C105 1.416, H110 0.972
107 H 0.213 -1.379 -6.611  C105 1.092
108 H -0.583 -0.115 -5.638  C105 1.093
109 H 0.603 0.336 -6.902  C105 1.093
110 H 1.482 0.393 -4.786  O106 0.972
111 C 7.219 9.123 2.014  O112 1.416, H113 1.092, H114 1.093, H115 1.093
112 O 5.973 8.817 1.417  C111 1.416, H116 0.972
113 H 7.849 8.231 2.001  C111 1.092
114 H 7.709 9.921 1.450  C111 1.093
115 H 7.061 9.439 3.049  C111 1.093
116 H 5.436 9.627 1.443  O112 0.972
117 C 1.512 -5.896 8.953  O118 1.416, H119 1.092, H120 1.093, H121 1.093
118 O 0.115 -5.740 9.125  C117 1.416, H122 0.972
119 H 1.884 -6.604 9.698  C117 1.092
120 H 1.715 -6.283 7.952  C117 1.093
121 H 2.007 -4.932 9.091  C117 1.093
122 H -0.186 -5.107 8.452  O118 0.972
123 C 10.969 -2.821 -2.890  O124 1.416, H125 1.092, H126 1.093, H127 1.093
124 O 10.781 -1.776 -1.954  C123 1.416, H128 0.972
125 H 12.033 -3.066 -2.940  C123 1.092
126 H 10.409 -3.703 -2.571  C123 1.093
127 H 10.627 -2.495 -3.875  C123 1.093
128 H 9.829 -1.580 -1.932  O124 0.972
129 C 3.907 1.876 5.145  O130 1.416, H131 1.092, H132 1.093, H133 1.093
130 O 5.132 1.426 5.694  C129 1.416, H134 0.972
131 H 3.771 1.424 4.160  C129 1.092
132 H 3.083 1.577 5.798  C129 1.093
133 H 3.930 2.964 5.044  C129 1.093
134 H 5.225 1.843 6.567  O130 0.972
135 C -1.098 -4.475 -6.747  O136 1.416, H137 1.092, H138 1.093, H139 1.093
136 O -0.950 -3.395 -5.844  C135 1.416, H140 0.972
137 H -2.066 -4.390 -7.247  C135 1.092
138 H -0.300 -4.440 -7.493  C135 1.093
139 H -1.056 -5.419 -6.198  C135 1.093
140 H -0.083 -3.497 -5.416  O136 0.972
141 C -4.596 -2.935 5.838  O142 1.416, H143 1.092, H144 1.093, H145 1.093
142 O -3.943 -3.630 4.792  C141 1.416, H146 0.972
143 H -4.181 -1.927 5.908  C141 1.092
144 H -5.666 -2.871 5.623  C141 1.093
145 H -4.434 -3.460 6.783  C141 1.093
146 H -4.332 -4.520 4.754  O142 0.972
147 C -6.593 0.450 6.429  O148 1.416, H149 1.092, H150 1.093, H151 1.093
148 O -5.368 0.000 6.977  C147 1.416, H152 0.972
149 H -6.729 -0.002 5.443  C147 1.092
150 H -7.417 0.151 7.081  C147 1.093
151 H -6.570 1.538 6.328  C147 1.093
152 H -5.275 0.417 7.850  O148 0.972
153 C -2.153 -5.328 0.803  O154 1.416, H155 1.092, H156 1.093, H157 1.093
154 O -1.129 -4.737 0.024  C153 1.416, H158 0.972
155 H -2.971 -4.613 0.916  C153 1.092
156 H -2.522 -6.225 0.301  C153 1.093
157 H -1.759 -5.585 1.790  C153 1.093
158 H -0.417 -5.394 -0.058  O154 0.972
159 C -2.753 -9.376 1.506  O160 1.416, H161 1.092, H162 1.093, H163 1.093
160 O -1.729 -8.785 0.727  C159 1.416, H164 0.972
161 H -3.571 -8.661 1.618  C159 1.092
162 H -3.122 -10.273 1.004  C159 1.093
163 H -2.359 -9.633 2.492  C159 1.093
164 H -1.017 -9.443 0.645  O160 0.972

---

# 2
The following is a DFT calculation (ωB97M-V with the def2-TZVPD basis set) of a 6-piece molecular cluster, C46H100N3O5P overall.

Summary:
- Net charge: +2
- Energy relative to the best compared isomer or geometry (same formula, charge and spin): 195.6 kcal per mole
- E_HOMO: -8.80 eV
- M: 806.30 Da
- F_max: 4.5 eV/A

Bonds (Å) are listed after each position.
Atoms and positions in Å:
1 C 3.383 -3.214 -1.382  C2 1.517, H11 1.090, H12 1.090, H13 1.090
2 C 2.897 -1.790 -1.581  C1 1.517, C3 1.545, H14 1.090, H15 1.090
3 C 1.400 -1.572 -1.899  C2 1.545, C4 1.557, H16 1.090, H17 1.090
4 C 0.944 -2.067 -3.302  C3 1.557, N5 1.565, H18 1.090, H19 1.090
5 N -0.439 -1.536 -3.808  C4 1.565, C6 1.518, C9 1.590, C10 1.539
6 C -0.595 -1.977 -5.251  N5 1.518, C7 1.469, H20 1.090, H21 1.090
7 C -1.529 -3.112 -5.259  C6 1.469, C8 1.521, H22 1.090, H23 1.090
8 C -1.852 -3.475 -3.818  C7 1.521, C9 1.552, H24 1.090, H25 1.090
9 C -1.711 -2.128 -3.060  N5 1.590, C8 1.552, H26 1.090, H27 1.090
10 C -0.473 0.002 -3.738  N5 1.539, H28 1.090, H29 1.090, H30 1.090
11 H 2.803 -3.789 -0.660  C1 1.090
12 H 4.378 -3.101 -0.951  C1 1.090
13 H 3.204 -3.736 -2.321  C1 1.090
14 H 3.395 -1.172 -2.328  C2 1.090
15 H 2.971 -1.187 -0.675  C2 1.090
16 H 1.278 -0.490 -1.948  C3 1.090
17 H 0.709 -1.876 -1.113  C3 1.090
18 H 0.939 -3.148 -3.444  C4 1.090
19 H 1.710 -1.659 -3.962  C4 1.090
20 H -1.072 -1.256 -5.915  C6 1.090
21 H 0.357 -2.331 -5.646  C6 1.090
22 H -2.462 -2.740 -5.681  C7 1.090
23 H -1.048 -3.938 -5.784  C7 1.090
24 H -2.854 -3.888 -3.705  C8 1.090
25 H -1.052 -4.093 -3.411  C8 1.090
26 H -2.489 -1.429 -3.369  C9 1.090
27 H -1.413 -2.112 -2.012  C9 1.090
28 H -1.158 0.394 -4.490  C10 1.090
29 H 0.544 0.178 -4.088  C10 1.090
30 H -0.936 0.269 -2.788  C10 1.090
31 C -2.023 7.049 -1.110  C32 1.557, H41 1.090, H42 1.090, H43 1.090
32 C -1.935 5.635 -0.463  C31 1.557, C33 1.539, H44 1.090, H45 1.090
33 C -0.974 5.577 0.737  C32 1.539, C34 1.531, H46 1.090, H47 1.090
34 C 0.518 5.612 0.397  C33 1.531, N35 1.584, H48 1.090, H49 1.090
35 N 1.499 5.447 1.630  C34 1.584, C36 1.580, C39 1.561, C40 1.550
36 C 2.915 5.316 0.944  N35 1.580, C37 1.576, H50 1.090, H51 1.090
37 C 3.253 3.777 0.906  C36 1.576, C38 1.551, H52 1.090, H53 1.090
38 C 2.512 3.265 2.169  C37 1.551, C39 1.554, H54 1.090, H55 1.090
39 C 1.177 4.056 2.260  N35 1.561, C38 1.554, H56 1.090, H57 1.090
40 C 1.448 6.504 2.763  N35 1.550, H58 1.090, H59 1.090, H60 1.090
41 H -2.557 6.973 -2.057  C31 1.090
42 H -1.032 7.425 -1.365  C31 1.090
43 H -2.441 7.844 -0.493  C31 1.090
44 H -1.466 4.926 -1.144  C32 1.090
45 H -2.918 5.241 -0.206  C32 1.090
46 H -1.284 4.805 1.441  C33 1.090
47 H -1.159 6.336 1.498  C33 1.090
48 H 0.754 6.544 -0.117  C34 1.090
49 H 0.758 4.733 -0.202  C34 1.090
50 H 3.506 5.927 1.627  C36 1.090
51 H 2.931 5.889 0.017  C36 1.090
52 H 4.328 3.629 1.014  C37 1.090
53 H 2.862 3.244 0.039  C37 1.090
54 H 3.144 3.549 3.011  C38 1.090
55 H 2.411 2.181 2.230  C38 1.090
56 H 0.903 4.152 3.310  C39 1.090
57 H 0.429 3.467 1.730  C39 1.090
58 H 1.748 7.449 2.308  C40 1.090
59 H 1.939 6.114 3.654  C40 1.090
60 H 0.397 6.554 3.047  C40 1.090
61 C -3.600 7.564 -6.926  C62 1.527, H71 1.090, H72 1.090, H73 1.090
62 C -2.919 6.466 -7.739  C61 1.527, C63 1.570, H74 1.090, H75 1.090
63 C -2.253 5.227 -7.043  C62 1.570, C64 1.521, H76 1.090, H77 1.090
64 C -1.030 5.778 -6.326  C63 1.521, N65 1.598, H78 1.090, H79 1.090
65 N -0.004 4.633 -5.887  C64 1.598, C66 1.537, C69 1.564, C70 1.520
66 C -0.629 3.450 -5.130  N65 1.537, C67 1.557, H80 1.090, H81 1.090
67 C -1.032 3.980 -3.723  C66 1.557, C68 1.511, H82 1.090, H83 1.090
68 C 0.063 4.974 -3.412  C67 1.511, C69 1.532, H84 1.090, H85 1.090
69 C 0.901 5.074 -4.691  N65 1.564, C68 1.532, H86 1.090, H87 1.090
70 C 0.986 4.288 -6.987  N65 1.520, H88 1.090, H89 1.090, H90 1.090
71 H -4.297 7.064 -6.252  C61 1.090
72 H -4.194 8.244 -7.537  C61 1.090
73 H -2.916 8.103 -6.270  C61 1.090
74 H -2.264 6.991 -8.433  C62 1.090
75 H -3.669 6.075 -8.427  C62 1.090
76 H -1.923 4.556 -7.836  C63 1.090
77 H -3.018 4.812 -6.387  C63 1.090
78 H -1.323 6.305 -5.418  C64 1.090
79 H -0.436 6.586 -6.754  C64 1.090
80 H 0.239 2.796 -5.044  C66 1.090
81 H -1.358 2.879 -5.706  C66 1.090
82 H -1.085 3.213 -2.950  C67 1.090
83 H -2.019 4.430 -3.827  C67 1.090
84 H 0.738 4.535 -2.677  C68 1.090
85 H -0.367 5.892 -3.012  C68 1.090
86 H 1.868 4.574 -4.654  C69 1.090
87 H 1.250 6.099 -4.815  C69 1.090
88 H 1.745 3.618 -6.584  C70 1.090
89 H 1.448 5.237 -7.260  C70 1.090
90 H 0.512 3.741 -7.802  C70 1.090
91 C -1.521 -7.279 -0.902  C92 1.448, H108 1.090, H109 1.090, H110 1.090
92 C -1.923 -7.303 0.488  C91 1.448, C93 1.596, H111 1.090, H112 1.090
93 C -1.535 -6.022 1.358  C92 1.596, C94 1.520, H113 1.090, H114 1.090
94 C -1.469 -6.272 2.856  C93 1.520, P95 1.862, H115 1.090, H116 1.090
95 P -0.942 -4.859 3.948  C94 1.862, C96 1.870, C100 1.879, C104 1.934
96 C 0.842 -4.613 3.446  P95 1.870, C97 1.572, H117 1.090, H118 1.090
97 C 1.865 -5.803 3.545  C96 1.572, C98 1.519, H119 1.090, H120 1.090
98 C 2.457 -6.009 4.928  C97 1.519, C99 1.468, H121 1.090, H122 1.090
99 C 3.800 -6.599 4.858  C98 1.468, H123 1.090, H124 1.090, H125 1.090
100 C -1.929 -3.345 3.434  P95 1.879, C101 1.550, H126 1.090, H127 1.090
101 C -1.309 -2.111 4.137  C100 1.550, C102 1.527, H128 1.090, H129 1.090
102 C -1.996 -0.778 3.846  C101 1.527, C103 1.536, H130 1.090, H131 1.090
103 C -1.422 0.516 4.440  C102 1.536, H132 1.090, H133 1.090, H134 1.090
104 C -1.198 -5.255 5.823  P95 1.934, C105 1.620, H135 1.090, H136 1.090
105 C -0.700 -4.246 6.988  C104 1.620, C106 1.487, H137 1.090, H138 1.090
106 C -0.623 -4.969 8.285  C105 1.487, C107 1.539, H139 1.090, H140 1.090
107 C -0.102 -4.148 9.478  C106 1.539, H141 1.090, H142 1.090, H143 1.090
108 H -0.611 -7.852 -1.079  C91 1.090
109 H -1.503 -6.228 -1.193  C91 1.090
110 H -2.078 -7.903 -1.600  C91 1.090
111 H -1.711 -8.252 0.979  C92 1.090
112 H -3.001 -7.342 0.332  C92 1.090
113 H -2.341 -5.298 1.235  C93 1.090
114 H -0.571 -5.743 0.932  C93 1.090
115 H -0.871 -7.155 3.080  C94 1.090
116 H -2.467 -6.479 3.241  C94 1.090
117 H 1.357 -3.825 3.996  C96 1.090
118 H 0.636 -4.331 2.413  C96 1.090
119 H 2.643 -5.465 2.861  C97 1.090
120 H 1.469 -6.763 3.217  C97 1.090
121 H 1.845 -6.680 5.530  C98 1.090
122 H 2.561 -5.095 5.514  C98 1.090
123 H 4.679 -6.020 4.574  C99 1.090
124 H 3.846 -7.462 4.194  C99 1.090
125 H 4.037 -7.099 5.797  C99 1.090
126 H -2.989 -3.495 3.641  C100 1.090
127 H -1.775 -3.290 2.356  C100 1.090
128 H -0.320 -1.995 3.691  C101 1.090
129 H -1.437 -2.071 5.219  C101 1.090
130 H -3.063 -0.759 4.067  C102 1.090
131 H -1.974 -0.712 2.758  C102 1.090
132 H -1.441 0.505 5.530  C103 1.090
133 H -1.674 1.476 3.991  C103 1.090
134 H -0.399 0.643 4.086  C103 1.090
135 H -1.002 -6.327 5.786  C104 1.090
136 H -2.265 -5.256 6.045  C104 1.090
137 H -1.385 -3.398 6.978  C105 1.090
138 H 0.234 -3.837 6.604  C105 1.090
139 H -0.167 -5.957 8.223  C106 1.090
140 H -1.660 -5.109 8.587  C106 1.090
141 H -0.336 -4.665 10.408  C107 1.090
142 H -0.526 -3.145 9.533  C107 1.090
143 H 0.980 -4.083 9.360  C107 1.090
144 C 2.944 -1.852 2.175  C145 1.447, H148 1.090, H149 1.090, H150 1.090
145 C 3.429 -2.084 3.519  C144 1.447, O146 1.245, O147 1.242
146 O 4.535 -2.594 3.778  C145 1.245
147 O 2.794 -1.594 4.466  C145 1.242
148 H 1.899 -1.551 2.246  C144 1.090
149 H 2.914 -2.674 1.461  C144 1.090
150 H 3.577 -1.118 1.676  C144 1.090
151 O 0.022 0.861 1.399  C152 1.359, H155 0.960
152 C -0.387 1.166 0.139  O151 1.359, O153 1.219, O154 1.247
153 O -1.359 0.513 -0.199  C152 1.219
154 O 0.203 2.015 -0.557  C152 1.247
155 H -0.478 0.042 1.376  O151 0.960